ORCA calculation (ωB97M-V/def2-TZVPD) on C20H22F5N3O6PtS2SbSe4 as an isolated structure.

Output
- Spin multiplicity: 1
- Total charge: -1

XYZ file:
```
64
Properties=species:S:1:pos:R:3:nbo_charge:R:1
Pt 0.10547 -0.77056 0.11094 0.652
Sb 3.70136 -0.72593 -0.70587 1.030
Se 3.05056 -1.10098 1.79915 -0.202
Se 1.45346 -0.83023 -1.87070 -0.485
Se 4.67909 1.46200 -0.57812 -0.734
Se 5.01253 -2.62844 -1.32006 -0.700
S -6.48836 -4.53817 -0.38803 2.420
S 1.19451 -2.29305 1.39843 0.252
F 2.65534 -7.06278 -1.78920 -0.280
F 3.54044 -4.20186 1.78437 -0.291
F -0.30303 -3.57251 -0.89967 -0.279
F 0.39093 -5.68388 -2.35739 -0.277
F 4.21485 -6.30172 0.29793 -0.289
O -7.35994 -3.96053 0.62445 -1.016
O -6.19571 -5.94840 -0.18838 -1.019
O -6.82268 -4.16059 -1.75255 -1.023
O -1.20761 0.73673 -0.61841 -0.673
O -0.27149 0.78420 2.28938 -0.705
O 1.14598 1.91406 0.28538 -0.501
N 1.22319 1.40752 3.87748 -0.424
N -2.29211 2.68634 -0.45712 -0.391
N -1.80178 -1.25280 1.31803 -0.842
C -2.37468 4.13551 -0.36295 -0.406
C -1.16291 1.96812 -0.44479 0.705
C -3.56636 2.05410 -0.78402 -0.420
C 2.33067 -5.99299 -1.07251 0.297
C 1.64341 -3.74605 0.44134 -0.333
C 1.17661 -5.28922 -1.36126 0.273
C -3.09623 -3.31648 1.44222 -0.275
C -4.14662 -4.10804 1.00721 -0.172
C 2.76897 -4.50202 0.74162 0.358
C -4.92980 -3.70720 -0.06824 -0.316
C 2.42206 2.15319 4.23166 -0.416
C 0.16821 2.69577 -0.31566 -0.143
C -4.61390 -2.53523 -0.73889 -0.167
C 3.12425 -5.60414 -0.00968 0.311
C -2.82527 -2.11602 0.80093 0.199
C 0.74099 1.40018 2.61921 0.685
C 0.68941 0.49531 4.87113 -0.415
C -3.55583 -1.74551 -0.31460 -0.278
C 1.51716 2.22679 1.59556 -0.171
C 0.83554 -4.18320 -0.60309 0.368
H 0.32050 1.04422 5.73906 0.196
H 1.46681 -0.20345 5.18690 0.204
H 3.31865 1.71794 3.78301 0.217
H 1.38037 3.29454 1.81554 0.183
H -0.13092 -0.06265 4.43118 0.238
H -4.01806 2.57065 -1.63189 0.205
H 2.53389 2.12298 5.31295 0.214
H 2.34585 3.19722 3.92941 0.204
H 0.49043 2.90185 -1.34345 0.235
H -2.50074 -3.61410 2.29989 0.196
H -2.07430 -0.27758 1.32273 0.407
H -4.24228 2.11083 0.07016 0.211
H -1.54155 4.56579 0.17950 0.211
H -4.38933 -5.03854 1.50359 0.240
H -1.52392 -1.51260 2.25624 0.396
H -2.42332 4.59021 -1.35499 0.204
H -3.40955 1.01740 -1.04526 0.247
H -3.28849 4.38766 0.17360 0.214
H -3.28061 -0.84729 -0.84730 0.194
H 0.06665 3.64838 0.20326 0.180
H -5.21684 -2.25327 -1.59216 0.241
H 2.58621 2.00742 1.65621 0.255
```

***

ORCA calculation (ωB97M-V/def2-TZVPD) on one molecule with the formula C3H4N2O3.

Output
- Spin multiplicity: 1
- Structure (SMILES): O=C1CN([N+](=O)[O-])C1

XYZ file:
```
12
Properties=species:S:1:pos:R:3:nbo_charge:R:1
O 2.80488 -1.15740 -0.16962 -0.409
O 2.35755 0.53801 -1.40885 -0.421
O -1.84517 0.51320 1.26831 -0.473
N 0.75460 -0.50662 -0.56758 -0.249
N 2.05276 -0.42013 -0.75917 0.625
C -0.37841 0.93321 -0.65379 -0.224
C -0.86153 0.25341 0.62522 0.564
C 0.17189 -0.88235 0.70647 -0.355
H 0.83604 -0.74672 1.53780 0.235
H -0.12765 -1.90290 0.87360 0.241
H -0.96487 1.11697 -1.46882 0.230
H 0.21485 1.80865 -0.60756 0.238
```

***

Strongest force on any atom: 0.037 0.111 (Eh/bohr)
E_HOMO: -5.43 -10.57 (eV)
LUMO energy: 1.03 -0.06 (eV)